Density functional theory data (ωB97M-V/def2-TZVPD) for 12 unconnected molecules or ions with the total composition C39H108N12O18 in a non-equilibrium geometry.

```
177
Properties=species:S:1:pos:R:3:lowdin_charge:R:1
C 5.945 -4.673 -3.970 -0.079
O 4.498 -4.438 -3.991 -0.207
C 4.140 -3.031 -4.263 -0.176
C 2.570 -2.814 -4.355 -0.196
N 1.912 -3.484 -3.269 -0.033
C 2.063 -2.716 -2.023 -0.198
C 1.872 -3.597 -0.795 -0.231
O 2.541 -4.825 -0.906 -0.176
C 2.315 -5.683 0.239 -0.078
H 6.579 -3.809 -4.167 0.079
H 6.190 -5.403 -4.742 0.078
H 6.191 -5.131 -3.011 0.081
H 4.634 -2.647 -5.156 0.106
H 4.705 -2.428 -3.552 0.099
H 2.297 -3.286 -5.299 0.108
H 2.222 -1.785 -4.440 0.095
H 2.567 -4.220 -3.051 0.074
H 1.471 -1.801 -1.993 0.092
H 3.064 -2.292 -1.953 0.108
H 0.828 -3.898 -0.708 0.092
H 2.200 -3.002 0.057 0.117
H 2.560 -5.254 1.211 0.075
H 2.899 -6.602 0.182 0.086
H 1.279 -6.016 0.291 0.078
C -1.712 -3.189 -6.881 -0.115
O -1.901 -2.676 -5.595 -0.136
C -0.896 -1.797 -5.260 -0.248
C -1.043 -1.459 -3.779 -0.224
N -2.286 -0.875 -3.398 -0.014
C -2.391 0.475 -4.020 -0.180
C -3.602 1.276 -3.540 -0.185
O -4.774 0.438 -3.754 -0.199
C -6.006 1.065 -3.283 -0.092
H -0.796 -3.753 -7.059 0.082
H -1.638 -2.329 -7.546 0.083
H -2.549 -3.825 -7.169 0.090
H -0.762 -0.907 -5.876 0.111
H 0.082 -2.278 -5.247 0.093
H -0.189 -0.968 -3.312 0.091
H -1.140 -2.398 -3.234 0.099
H -2.294 -0.796 -2.391 0.066
H -2.373 0.445 -5.109 0.097
H -1.546 1.074 -3.679 0.097
H -3.781 2.097 -4.235 0.106
H -3.553 1.620 -2.507 0.110
H -6.265 1.932 -3.891 0.070
H -5.940 1.448 -2.264 0.061
H -6.755 0.277 -3.358 0.085
C -0.838 -2.861 2.967 -0.098
O -0.687 -3.928 3.910 -0.198
C 0.234 -4.958 3.480 -0.225
C 0.247 -6.142 4.376 -0.217
N 1.288 -5.863 5.343 -0.043
C 1.341 -6.952 6.306 -0.220
C 2.415 -6.733 7.412 -0.201
O 2.386 -5.479 8.067 -0.204
C 1.386 -5.313 8.979 -0.139
H -1.464 -2.075 3.389 0.067
H -1.433 -3.261 2.147 0.083
H 0.067 -2.420 2.549 0.067
H 1.180 -4.466 3.249 0.113
H -0.063 -5.161 2.451 0.104
H 0.538 -7.028 3.811 0.125
H -0.744 -6.265 4.814 0.129
H 0.829 -5.086 5.797 0.107
H 1.736 -7.833 5.801 0.118
H 0.420 -7.230 6.818 0.109
H 3.371 -6.739 6.889 0.120
H 2.411 -7.507 8.180 0.117
H 0.422 -5.552 8.532 0.081
H 1.368 -4.320 9.430 0.095
H 1.613 -6.112 9.685 0.087
C -1.852 4.385 1.543 -0.089
O -2.872 3.384 1.723 -0.208
C -3.848 3.740 2.725 -0.208
C -5.095 2.906 2.528 -0.207
N -4.967 1.480 2.740 -0.069
C -6.012 0.819 3.526 -0.162
C -5.827 -0.706 3.551 -0.243
O -4.745 -1.107 4.315 -0.204
C -4.594 -2.539 4.271 -0.078
H -2.305 5.355 1.335 0.089
H -1.163 4.199 0.720 0.081
H -1.294 4.533 2.468 0.091
H -4.213 4.765 2.657 0.124
H -3.457 3.607 3.734 0.121
H -5.481 3.180 1.547 0.127
H -5.816 3.323 3.231 0.118
H -4.066 1.402 3.188 0.068
H -6.979 1.007 3.060 0.130
H -5.993 1.186 4.552 0.117
H -5.572 -0.950 2.520 0.126
H -6.701 -1.287 3.846 0.123
H -5.491 -3.121 4.483 0.091
H -3.862 -2.705 5.062 0.082
H -4.081 -2.865 3.366 0.088
C 1.974 3.855 1.455 -0.114
O 2.010 5.192 1.047 -0.184
C 3.041 5.560 0.184 -0.227
C 3.108 7.112 -0.097 -0.154
N 3.358 7.865 1.140 -0.061
C 4.764 7.945 1.400 -0.234
C 4.913 8.434 2.882 -0.174
O 4.308 7.459 3.761 -0.198
C 4.944 6.240 3.768 -0.135
H 2.600 3.783 2.344 0.091
H 2.251 3.034 0.794 0.063
H 0.969 3.548 1.744 0.065
H 2.914 4.981 -0.731 0.110
H 3.962 5.088 0.526 0.106
H 2.120 7.406 -0.451 0.110
H 3.834 7.307 -0.886 0.117
H 2.814 7.529 1.921 0.107
H 5.319 8.646 0.776 0.116
H 5.273 6.990 1.272 0.096
H 4.498 9.428 3.048 0.120
H 5.966 8.600 3.111 0.107
H 4.647 5.664 4.644 0.093
H 5.996 6.522 3.797 0.092
H 4.690 5.608 2.917 0.070
C 1.448 1.866 -2.060 -0.101
O 1.570 2.338 -3.390 -0.217
C 2.035 1.411 -4.367 -0.169
C 1.357 1.679 -5.780 -0.192
N -0.048 1.986 -5.720 -0.068
C -0.481 2.473 -7.037 -0.188
C -1.939 2.960 -6.831 -0.200
O -1.958 4.153 -6.044 -0.190
C -1.594 5.348 -6.791 -0.082
H 1.329 2.687 -1.352 0.073
H 2.277 1.281 -1.663 0.072
H 0.552 1.247 -2.105 0.071
H 1.790 0.415 -3.998 0.079
H 3.112 1.536 -4.253 0.118
H 1.478 0.784 -6.392 0.109
H 1.899 2.490 -6.265 0.102
H -0.232 2.660 -4.990 0.105
H -0.381 1.686 -7.783 0.119
H 0.190 3.276 -7.342 0.095
H -2.594 2.216 -6.378 0.105
H -2.313 3.099 -7.845 0.112
H -1.311 6.143 -6.100 0.083
H -2.449 5.773 -7.316 0.082
H -0.753 5.170 -7.461 0.074
C -1.104 0.138 -0.068 -0.701
O -2.206 -0.071 -0.457 0.046
N -0.185 -0.852 0.036 0.206
N -0.633 1.227 0.466 0.217
H 0.733 -0.659 0.409 0.055
H -0.415 -1.795 -0.245 0.079
H 0.288 1.232 0.881 0.074
H -1.159 2.071 0.642 0.085
C -0.756 0.558 4.207 -0.774
O 0.369 0.792 3.770 0.015
N -1.882 1.060 3.812 0.203
N -0.988 -0.219 5.161 0.190
H -2.707 0.793 4.331 0.098
H -1.919 1.701 3.033 0.095
H -1.957 -0.286 5.440 0.121
H -0.272 -0.677 5.707 0.145
C 2.942 -0.164 1.598 -0.776
O 2.334 0.490 0.744 -0.009
N 4.171 -0.462 1.606 0.188
N 2.356 -0.641 2.651 0.185
H 4.595 -0.051 0.786 0.132
H 4.631 -1.114 2.224 0.130
H 1.457 -0.243 2.879 0.049
H 2.907 -1.107 3.359 0.121
O -4.075 -2.446 -0.821 -0.062
H -3.219 -2.870 -0.765 -0.036
H -3.882 -1.509 -0.772 -0.020
O -1.579 -3.798 -0.938 -0.040
H -1.092 -3.773 -1.762 0.035
H -1.728 -4.730 -0.776 0.065
O -4.784 0.699 0.001 -0.062
H -3.855 0.584 -0.198 -0.028
H -4.807 0.883 0.940 -0.028
```

Calculated values
**Orbital gap**: 7.478 eV
**Structure (SMILES)**: COCCNCCOC.COCCNCCOC.COCCNCCOC.COCCNCCOC.COCCNCCOC.COCCNCCOC.NC(N)=O.NC(N)=O.NC(N)=O.O.O.O
**M**: 1033.359 g mol⁻¹
**Total energy**: -3561.81253 hartree
**Highest occupied orbital energy**: -7.331 eV